1.
5 unconnected molecules or ions with the total composition C34H49O3PSSi. Source: OMol25; level of theory: wB97M-V/def2-TZVPD.

Each line ends with the Löwdin charge.
Element x y z (Å)
C (-3.60010, 4.28985, 0.85894)  -0.0980
C (-3.16135, 4.48105, -0.60412)  -0.2425
C (-3.20698, 3.20183, -1.46262)  -0.2273
C (-1.86147, 2.64397, -1.96484)  -0.4671
C (-1.17114, 3.60932, -2.94027)  -0.1265
Si (-0.67763, 1.89886, -0.69147)  0.6488
C (-1.51709, 1.06542, 0.76719)  -0.2909
C (-1.32105, 1.70554, 2.15098)  -0.2468
C (-2.26316, 1.19407, 3.26330)  -0.1671
C (-2.93186, -0.14671, 3.02810)  -0.2536
O (-1.95367, -1.16074, 2.90208)  -0.1802
C (-2.26418, -2.22850, 2.03277)  -0.1134
P (0.93995, 3.35280, -0.02526)  0.0750
O (2.01226, 2.46391, 0.78959)  -0.2475
O (1.81359, 3.65981, -1.36646)  -0.2854
S (0.37604, 4.94006, 0.90029)  0.2916
H (-2.85572, 4.67249, 1.55659)  0.0533
H (-3.75774, 3.23554, 1.09717)  0.0541
H (-4.53890, 4.80487, 1.06552)  0.0689
H (-3.81148, 5.22627, -1.06442)  0.1017
H (-2.15859, 4.90981, -0.62076)  0.0515
H (-3.81060, 3.38854, -2.35702)  0.1076
H (-3.74437, 2.42816, -0.90775)  0.0913
H (-2.12067, 1.75355, -2.55418)  0.1005
H (-1.09968, 4.61437, -2.52196)  0.0703
H (-0.16517, 3.27549, -3.20235)  0.0586
H (-1.73684, 3.67623, -3.87261)  0.0795
H (0.11520, 0.87455, -1.42762)  -0.0007
H (-2.57601, 0.98322, 0.50070)  0.0675
H (-1.13539, 0.04324, 0.80013)  0.0621
H (-0.28731, 1.52789, 2.45406)  0.1058
H (-1.42352, 2.78651, 2.08324)  0.0538
H (-1.72312, 1.14782, 4.21047)  0.1151
H (-3.07149, 1.91994, 3.41119)  0.1027
H (-3.57138, -0.10242, 2.13931)  0.1071
H (-3.58547, -0.36275, 3.88319)  0.1160
H (-2.25297, -3.17300, 2.58187)  0.0880
H (-1.51974, -2.28247, 1.23457)  0.0678
H (-3.25330, -2.11016, 1.57993)  0.0867
H (2.59678, 1.95939, 0.20955)  0.0574
H (1.59831, 4.53890, -1.70191)  0.0604
C (7.21095, 1.13854, -3.09263)  -0.1145
C (6.99742, 1.17026, -1.72173)  -0.0941
C (5.80277, 1.66678, -1.21863)  -0.0897
C (4.82235, 2.13204, -2.08468)  -0.0893
C (5.03961, 2.10300, -3.45580)  -0.0876
C (6.23361, 1.60769, -3.96027)  -0.1001
H (8.13997, 0.74473, -3.48602)  0.1024
H (7.76070, 0.80653, -1.04575)  0.1011
H (5.64080, 1.69377, -0.14779)  0.1007
H (3.88508, 2.51657, -1.70523)  0.0648
H (4.27466, 2.46536, -4.13098)  0.1018
H (6.40160, 1.58193, -5.02960)  0.1020
C (-7.00922, -0.16403, 7.42906)  -0.0970
C (-5.85989, 0.60348, 7.30011)  -0.0946
C (-5.52864, 1.15372, 6.06966)  -0.1014
C (-6.34469, 0.93486, 4.96913)  -0.1049
C (-7.49262, 0.16504, 5.09685)  -0.0970
C (-7.82535, -0.38337, 6.32777)  -0.0978
H (-7.26886, -0.59236, 8.38864)  0.0999
H (-5.22169, 0.77198, 8.15793)  0.1007
H (-4.63179, 1.75196, 5.96722)  0.0982
H (-6.08452, 1.36459, 4.00954)  0.0971
H (-8.12799, -0.00729, 4.23753)  0.0995
H (-8.72079, -0.98312, 6.42879)  0.0996
C (6.84658, -2.51640, -4.04215)  -0.0893
C (7.51429, -3.12359, -2.98784)  -0.0933
C (7.60787, -4.50726, -2.92876)  -0.0980
C (7.03198, -5.28435, -3.92440)  -0.1000
C (6.36180, -4.67780, -4.97803)  -0.0997
C (6.26907, -3.29402, -5.03661)  -0.0948
H (6.77200, -1.43799, -4.08378)  0.0786
H (7.95912, -2.51601, -2.20959)  0.0979
H (8.12879, -4.98049, -2.10621)  0.0993
H (7.10530, -6.36343, -3.87911)  0.0988
H (5.91144, -5.28426, -5.75348)  0.0988
H (5.74574, -2.82060, -5.85768)  0.0995
C (-1.57948, -4.56386, -0.61744)  -0.1108
C (-1.27419, -5.82438, -0.12360)  -0.0938
C (-0.08360, -6.43975, -0.48519)  -0.0959
C (0.80047, -5.79451, -1.33885)  -0.0954
C (0.49488, -4.53364, -1.83234)  -0.0945
C (-0.69587, -3.91839, -1.47171)  -0.0988
H (-2.50691, -4.08165, -0.33471)  0.0943
H (-1.96290, -6.32642, 0.54382)  0.1007
H (0.15623, -7.42245, -0.09994)  0.1001
H (1.72979, -6.27379, -1.61856)  0.1007
H (1.18514, -4.03040, -2.49717)  0.1010
H (-0.93399, -2.93382, -1.85492)  0.0985

Energy above the lowest of the compared OMol25 structures with the same formula, charge and spin   0.00 kJ/mol
F_max   0.219 eV Å⁻¹
Total energy   -70198.619 eV
Net charge   0
SMILES   CCC[C@@H](C)[Si@H](CCCCOC)P(O)(O)=S.c1ccccc1.c1ccccc1.c1ccccc1.c1ccccc1
Lowest unoccupied orbital energy   0.43 eV

2.
A molecular structure, C34H50MnN3O3PS3. Source: OMol25; level of theory: wB97M-V/def2-TZVPD.

Each line ends with the Löwdin spin population.
Element x y z (Å)
Mn (0.58970, -0.85324, 0.12579)  1.0547
C (-2.47881, 2.86715, 1.29221)  0.0002
C (-2.05723, 1.39974, 1.38949)  0.0008
C (-2.09021, 0.91647, 2.83730)  -0.0001
C (-2.91129, 0.50201, 0.51626)  -0.0005
C (-4.27823, 0.44531, 0.76770)  0.0001
C (-5.10992, -0.36722, 0.02101)  0.0003
C (-4.55674, -1.14852, -0.97932)  0.0000
C (-3.19359, -1.13295, -1.26453)  -0.0006
C (-2.73609, -2.07315, -2.37894)  -0.0001
C (-1.68635, -3.10540, -1.97145)  -0.0001
C (-2.30531, -1.33619, -3.65018)  0.0007
C (-2.35322, -0.27574, -0.51674)  -0.0025
N (-0.96750, -0.15709, -0.80110)  -0.0210
C (-0.65326, 0.75758, -1.79297)  0.0175
C (0.65637, 0.86435, -2.07541)  -0.0125
N (1.49014, 0.08070, -1.28807)  -0.0012
C (2.77161, -0.14628, -1.84879)  0.0006
C (2.87638, -1.01440, -2.96028)  0.0002
C (4.11040, -1.23983, -3.55592)  -0.0001
C (5.25604, -0.62525, -3.07981)  0.0002
C (5.15372, 0.22317, -1.99213)  0.0001
C (3.93631, 0.48050, -1.36202)  0.0005
C (4.00392, 1.39004, -0.14380)  -0.0002
C (2.84606, 2.36949, 0.05155)  -0.0006
C (4.26361, 0.54220, 1.10646)  -0.0003
C (1.65378, -1.71583, -3.52188)  -0.0003
C (1.29791, -1.16950, -4.90717)  -0.0004
C (1.82822, -3.23411, -3.57770)  0.0001
H (-1.79252, 3.49082, 1.87031)  0.0000
H (-3.48746, 3.02112, 1.68802)  0.0001
H (-2.46622, 3.21014, 0.25514)  0.0000
H (-1.03013, 1.32801, 1.03201)  0.0009
H (-3.10548, 0.97525, 3.24469)  0.0000
H (-1.42876, 1.51839, 3.46431)  0.0001
H (-1.76646, -0.12108, 2.88855)  -0.0001
H (-4.69319, 1.04615, 1.57010)  0.0000
H (-6.17485, -0.40391, 0.22198)  0.0000
H (-5.19787, -1.80852, -1.55530)  0.0000
H (-3.63533, -2.64397, -2.63920)  0.0000
H (-0.72007, -2.63635, -1.79028)  -0.0005
H (-1.56873, -3.84214, -2.77367)  0.0000
H (-1.96670, -3.62518, -1.05848)  0.0000
H (-1.33665, -0.85729, -3.51667)  0.0003
H (-3.02812, -0.56286, -3.92521)  0.0000
H (-2.22564, -2.04443, -4.48151)  0.0001
H (-1.43192, 1.33027, -2.28628)  0.0012
H (1.06768, 1.50013, -2.85219)  -0.0019
H (4.17538, -1.91185, -4.40573)  0.0000
H (6.21628, -0.80499, -3.55006)  0.0000
H (6.04436, 0.71227, -1.60846)  0.0000
H (4.89974, 2.00418, -0.30085)  0.0000
H (1.93262, 1.86689, 0.35464)  -0.0003
H (2.63707, 2.91569, -0.87152)  -0.0001
H (3.11454, 3.08859, 0.83024)  0.0000
H (3.48979, -0.21386, 1.22538)  0.0001
H (4.26190, 1.16109, 2.00709)  0.0000
H (5.22737, 0.03238, 1.02630)  0.0000
H (0.82277, -1.50360, -2.84964)  -0.0004
H (2.10411, -1.36719, -5.62086)  0.0000
H (1.12965, -0.09190, -4.86811)  -0.0002
H (0.38724, -1.64338, -5.28247)  0.0000
H (2.59787, -3.52472, -4.29995)  0.0000
H (0.88960, -3.70350, -3.88231)  0.0000
H (2.10530, -3.63512, -2.60319)  0.0001
O (2.33306, -3.28612, -0.00707)  -0.0240
C (1.68495, -2.35382, 0.11878)  -0.0367
C (0.02050, -1.69781, 4.86020)  0.0002
C (0.50430, -3.09794, 4.53937)  0.0000
C (1.71835, -3.09174, 3.62579)  -0.0003
O (-0.60189, -3.88940, 4.05114)  0.0005
P (-1.00066, -4.18084, 2.50213)  0.0004
S (0.05123, -5.65150, 1.75346)  0.0003
S (-1.18602, -2.48508, 1.46974)  0.0009
O (-2.48746, -4.76578, 2.76531)  -0.0004
C (-3.52021, -4.26034, 3.62033)  0.0000
C (-3.36450, -4.84843, 5.01610)  0.0000
C (-3.66021, -2.74615, 3.65023)  0.0001
H (0.82970, -1.10234, 5.28807)  0.0000
H (-0.81124, -1.73112, 5.56868)  0.0000
H (-0.31087, -1.20875, 3.94776)  0.0001
H (0.77738, -3.60492, 5.47109)  0.0000
H (1.51271, -2.54152, 2.70877)  -0.0004
H (2.01694, -4.10658, 3.36680)  0.0000
H (2.53845, -2.58633, 4.14166)  0.0000
H (-4.43214, -4.67305, 3.17617)  0.0000
H (-2.47605, -4.44307, 5.49845)  0.0000
H (-3.26019, -5.93266, 4.95552)  0.0000
H (-4.24416, -4.60904, 5.62001)  0.0000
H (-2.78316, -2.27512, 4.09449)  0.0001
H (-4.53819, -2.49390, 4.25282)  0.0000
H (-3.78247, -2.33887, 2.64805)  0.0000
S (1.70629, 1.57381, 4.05076)  0.0136
C (1.36005, 0.60025, 2.78477)  0.0123
N (1.14228, -0.10367, 1.88101)  -0.0016

Multiplicity   2
Energy above the lowest of the compared OMol25 structures with the same formula, charge and spin   0.00 kJ/mol
F_max   1.189 eV Å⁻¹
Expectation value of S²   0.8013
Total energy   -119803.215 eV
Net charge   -2
Lowest unoccupied orbital energy (spin up / spin down)   4.56 / 4.56 eV

3.
A molecular structure, C34H50N3OP2PbS. Source: OMol25; level of theory: wB97M-V/def2-TZVPD.

Each line ends with the Löwdin charge.
Element x y z (Å)
C (-0.91406, 1.14790, -2.44950)  -0.3126
C (-2.75493, 0.08289, -1.35748)  -0.3266
C (-1.67492, 1.34886, -3.59534)  0.0146
C (-3.57594, 0.44545, -2.44696)  0.0282
C (-3.03199, 1.01842, -3.58387)  0.0147
H (-1.17389, 1.74742, -4.47047)  0.1362
H (-4.62262, 0.17614, -2.34807)  0.1338
H (-3.62443, 1.20023, -4.47510)  0.1379
N (-1.43290, 0.45930, -1.42523)  -0.0138
P (0.98190, 2.37549, -0.67314)  1.0694
P (-2.21009, -1.40237, 1.03075)  1.0354
C (0.56362, 1.65165, -2.33476)  -0.2246
H (1.22948, 0.77957, -2.44125)  0.0729
H (0.83067, 2.35847, -3.14413)  0.1015
C (-3.23299, -0.67426, -0.22046)  -0.1522
H (-4.33754, -0.77058, -0.11111)  0.1110
C (-1.69050, -3.11283, 0.40278)  -0.6446
C (-2.91695, -1.38834, 2.81004)  -0.6544
C (2.88154, 2.45834, -0.38514)  -0.6525
C (0.08261, 4.05477, -0.72686)  -0.6606
C (-0.36786, -3.57097, 1.03660)  -0.0794
H (-0.47750, -3.80515, 2.10061)  0.0786
H (-0.03154, -4.48115, 0.51792)  0.1118
H (0.42263, -2.82549, 0.92299)  0.0262
C (-2.79300, -4.12367, 0.71799)  -0.0672
H (-2.88282, -4.31961, 1.79083)  0.0793
H (-3.76444, -3.79480, 0.33587)  0.0949
H (-2.53843, -5.07322, 0.23230)  0.1162
C (-1.50792, -3.01830, -1.12866)  -0.0850
H (-1.00751, -3.92528, -1.51072)  0.1073
H (-2.48047, -2.92468, -1.63395)  0.0989
H (-0.88364, -2.15801, -1.40290)  0.0397
C (-2.06710, -2.25978, 3.74783)  -0.0587
H (-1.02485, -1.92153, 3.77765)  0.0695
H (-2.45725, -2.18017, 4.77177)  0.1159
H (-2.06948, -3.32186, 3.48669)  0.0755
C (-2.95214, 0.03116, 3.40218)  -0.0985
H (-1.95977, 0.40935, 3.67749)  0.0602
H (-3.44572, 0.75162, 2.74051)  0.0801
H (-3.53763, 0.00015, 4.33470)  0.1175
C (-4.35652, -1.88604, 2.68182)  -0.0732
H (-4.42780, -2.89190, 2.25876)  0.0712
H (-4.83301, -1.90640, 3.67086)  0.1153
H (-4.93452, -1.21184, 2.03917)  0.0848
C (0.43395, 4.83182, 0.54753)  -0.0706
H (-0.18014, 5.74146, 0.60229)  0.1147
H (0.21415, 4.24635, 1.44545)  0.0470
H (1.48507, 5.13855, 0.57383)  0.0810
C (-1.43771, 3.82761, -0.76470)  -0.0831
H (-1.76389, 3.36917, -1.70408)  0.0788
H (-1.76767, 3.17502, 0.05332)  0.0072
H (-1.95702, 4.79190, -0.63721)  0.1208
C (0.45759, 4.82448, -1.98915)  -0.0609
H (-0.07848, 5.78391, -1.99697)  0.1179
H (1.52955, 5.02458, -2.04819)  0.0719
H (0.16440, 4.27372, -2.88925)  0.0796
C (3.52669, 1.09143, -0.67721)  -0.0957
H (3.36152, 0.76412, -1.71325)  0.0836
H (4.61701, 1.15716, -0.51672)  0.1131
H (3.15869, 0.29892, -0.01627)  0.0495
C (3.17516, 2.80994, 1.08193)  -0.0727
H (2.73703, 2.09623, 1.78956)  0.0453
H (4.26532, 2.79705, 1.23595)  0.1159
H (2.82130, 3.80909, 1.35521)  0.0745
C (3.49714, 3.50533, -1.31030)  -0.0729
H (3.22856, 3.33179, -2.35683)  0.0940
H (3.21290, 4.52395, -1.03508)  0.0799
H (4.59058, 3.45717, -1.24386)  0.1112
Pb (-0.29029, 0.47976, 0.82928)  1.1557
C (-1.50413, 2.60928, 2.09149)  -0.0683
O (-1.56509, 3.22810, 3.06042)  0.1406
N (1.32338, -1.09139, -0.34897)  0.0972
C (1.68663, -1.78292, -1.24430)  -0.1115
C (2.34920, -2.67070, -2.12455)  -0.2325
C (3.68312, -2.99308, -1.82167)  -0.0082
C (1.67366, -3.21132, -3.23190)  -0.0204
C (4.36989, -3.87677, -2.65336)  -0.0237
H (4.12160, -2.52581, -0.92728)  0.1309
C (2.35576, -4.10251, -4.06270)  -0.0284
H (0.63279, -2.89605, -3.39600)  0.1184
C (3.68938, -4.41260, -3.75784)  -0.0184
H (5.41239, -4.11887, -2.41611)  0.1313
H (1.82643, -4.52138, -4.92761)  0.1297
H (4.22461, -5.09870, -4.41034)  0.1271
S (2.11674, 0.74705, 5.14670)  1.1138
C (2.17986, -0.91952, 4.62809)  -0.3042
C (1.65571, -1.01258, 3.35724)  -0.2450
N (1.21117, 0.17782, 2.82471)  -0.2012
C (1.34644, 1.19826, 3.67045)  -0.4812
H (2.61781, -1.72675, 5.20494)  0.0937
H (1.56567, -1.90055, 2.70636)  0.1089
H (1.02782, 2.20152, 3.39392)  0.0713

Energy above the lowest of the compared OMol25 structures with the same formula, charge and spin   102.91 kJ/mol
F_max   4.391 eV Å⁻¹
Total energy   -77221.825 eV
Net charge   +3
Lowest unoccupied orbital energy (spin up / spin down)   -10.35 / -10.09 eV